(1)
24
Properties=species:S:1:pos:R:3:forces:R:3 method="wB97M-V/def2-TZVPD" gap_ev="7.34 / 6.97" total_energy_ha=-317.65527 e_homo_ha="-0.251 / -0.232" relative_energy_kj_mol=381.7 total_charge=0
N 0.5376 -1.4265 1.2085 -0.626 0.125 -1.277
C 3.0194 1.3164 -0.4496 -2.776 2.335 -2.225
C -1.6115 -2.3975 -1.0372 -0.905 1.841 -1.308
C 0.9043 2.4041 0.5934 -0.438 -0.593 -2.490
C 1.5701 1.6999 -0.5573 -0.412 -0.866 2.555
C -2.6426 -0.6274 0.5178 3.610 4.580 -0.576
C -1.4997 -0.9564 -0.5128 1.229 0.081 -0.056
B -0.0054 -0.7989 0.1085 -1.007 1.384 -0.167
H -3.0287 -1.4406 0.9405 -1.149 -3.639 1.915
H 3.2326 0.7248 -1.2771 0.923 -0.897 -1.558
H 3.1051 0.7483 0.3728 0.928 -1.755 3.248
H 1.3335 2.1249 1.4825 0.600 -0.975 2.470
H -0.1750 2.3195 0.5492 -0.147 -0.289 0.307
H 3.5503 2.2428 -0.4433 1.122 0.427 0.220
H -3.4798 -0.1323 0.0734 -0.381 0.592 -0.518
H -1.3992 -3.1165 -0.3309 1.008 -1.530 1.915
H -1.4337 -0.2831 -1.4156 -0.859 -0.458 0.969
H -2.2123 0.0751 1.3612 -1.021 -1.302 -1.515
H 1.1590 -0.9027 1.7619 1.093 -0.088 0.758
H -0.8568 -2.4560 -1.8496 -1.138 -0.612 -0.047
H 0.2286 -2.3296 1.4871 -0.155 -0.521 0.844
H -2.6938 -2.6041 -1.1950 0.742 0.047 -1.153
H 1.1042 3.4236 0.5220 0.395 2.299 -0.141
H 0.9659 1.6244 -1.3860 -0.637 -0.184 -2.169


(2)
18
Properties=species:S:1:pos:R:3:forces:R:3 method="wB97M-V/def2-TZVPD" gap_ev=7.22 total_energy_ha=-1950.68498 e_homo_ha=-0.163 relative_energy_kj_mol=8.5 total_charge=-1
Cl 1.4444 -0.0988 -2.5612 0.447 -0.258 -0.353
Cl 3.9119 -2.1813 0.3277 -0.380 0.404 0.113
Cl -3.0966 -1.1237 -0.2076 -0.492 0.265 -1.047
O -2.8412 -2.7841 2.1324 0.836 -3.174 -0.235
O -1.0996 1.1193 0.1527 -0.592 0.589 0.797
O -3.5412 -0.6750 2.5291 -1.252 3.056 1.139
O -0.7101 -1.1494 -1.8247 -0.629 0.107 0.068
C 2.7509 0.3991 0.0795 0.522 -2.115 0.700
C 0.0090 0.8608 -0.5980 -0.646 -0.516 0.006
C 0.0861 -0.1673 -1.4662 1.366 1.165 -0.444
C -3.2074 -1.7085 2.1950 0.372 -0.071 0.227
C 3.1569 -0.6970 0.3427 0.967 -1.186 -0.442
C 2.2634 1.6720 0.1450 -2.151 1.457 -1.067
C 0.9809 1.9260 -0.2462 1.936 -3.527 -0.139
H -1.6124 -1.0413 -1.4016 0.041 -0.425 0.258
H -1.9364 0.6175 0.0153 0.601 -0.483 -0.378
H 3.0447 2.2868 0.5215 -0.157 1.515 0.204
H 0.3968 2.7448 -0.1355 -0.789 3.198 0.593


(3)
36
Properties=species:S:1:pos:R:3:forces:R:3 method="wB97M-V/def2-TZVPD" gap_ev="6.04 / 4.37" total_energy_ha=-3553.73574 e_homo_ha="-0.174 / -0.174" total_charge=-1
Tl 0.6943 2.3597 -0.3417 -0.444 -1.447 -0.237
Br -1.1599 3.5880 1.3188 -0.097 0.148 0.185
O -3.5237 -0.7399 -0.3470 0.395 0.450 0.342
O -1.5784 -0.5412 -1.5113 0.753 0.605 0.265
C 0.9436 -1.8946 1.2347 -3.149 -1.260 -0.434
C 2.2869 4.5785 -1.2889 -1.664 1.348 1.064
C -2.6132 -1.0990 -1.1246 -1.407 -0.374 -0.474
C -0.9490 -0.6831 1.7602 0.175 0.408 0.157
C -3.3232 -5.1032 -2.6551 0.116 0.349 -0.047
C 1.3191 5.0361 -0.3426 1.846 -0.175 -2.076
C -2.8947 -2.4666 -1.7464 -0.168 -0.856 -0.281
C 3.0925 4.1089 0.8222 0.135 -0.055 -0.639
C 0.1972 0.0847 2.1361 0.289 0.203 0.214
C 3.4004 4.0200 -0.5575 -0.177 0.263 1.826
C -4.1928 -2.9012 -2.0949 0.319 -0.486 -0.022
C -4.4056 -4.2203 -2.5508 0.421 0.699 0.314
C -2.0301 -4.6660 -2.3496 -0.270 0.475 0.260
C -0.4791 -1.9306 1.2011 2.300 -0.284 0.025
C 1.8014 4.7295 0.9584 1.605 -0.229 0.132
C 1.3483 -0.6610 1.8392 -0.867 1.211 0.267
C -1.8255 -3.3518 -1.9019 -0.209 -0.487 -0.267
H -5.4193 -4.5518 -2.7897 0.318 0.073 0.001
H -5.0365 -2.2099 -1.9937 0.401 -0.253 0.085
H 1.3298 4.9619 1.8973 -0.113 0.087 -0.060
H 2.2558 4.7185 -2.3655 -0.133 -0.114 0.251
H 0.4180 5.5597 -0.5641 -0.442 0.079 -0.095
H -2.0068 -0.3779 1.8697 0.845 -0.252 -0.248
H -0.8224 -2.9988 -1.6614 -0.247 -0.026 -0.063
H 1.5764 -2.6898 0.8636 0.072 0.142 0.072
H 0.1460 1.0799 2.5956 0.104 -0.568 -0.232
H -1.1235 -2.7357 0.8387 0.384 0.408 0.052
H -1.1734 -5.3346 -2.4217 -0.221 0.009 -0.072
H -3.4807 -6.1175 -3.0010 -0.033 -0.044 0.027
H 2.3776 -0.3608 1.9970 -0.125 0.052 0.049
H 4.3459 3.7009 -0.9861 -0.282 -0.088 0.092
H 3.7617 3.8456 1.6481 -0.430 -0.012 -0.434


(4)
9
Properties=species:S:1:pos:R:3:forces:R:3 method="wB97M-V/def2-TZVPD" gap_ev="4.91 / 7.91" total_energy_ha=-697.95674 e_homo_ha="-0.060 / -0.142" relative_energy_kj_mol=475.4 total_charge=-1
S -2.7205 0.1954 -0.1482 0.841 1.196 1.826
O -3.1519 -0.7162 -1.2012 -0.236 -0.854 0.043
O -2.8876 -0.1695 1.2981 -0.109 -0.232 -1.719
N 1.4505 -0.4600 -0.5697 0.045 -3.458 -0.938
N 2.0861 0.7023 -0.0913 -0.322 3.106 -0.677
C 0.7364 0.3380 0.3542 -0.214 -0.731 1.153
H 1.9802 -1.3238 -0.2331 -1.036 1.547 -0.034
H 1.7895 1.3954 -0.8232 1.279 -0.474 0.621
H 0.7172 0.0384 1.4145 -0.247 -0.099 -0.276